[1]
Formula: C11H11ClCoN2O4
Source: the Open Molecules 2025 dataset
Level of theory: ωB97M-V with the def2-TZVPD basis set

Results
Charge: 0
HOMO level (alpha / beta) (eV): -7.9 / -7.8
Multiplicity: 4
E (eV): -72902.4593

CARTESIAN COORDINATES (ANGSTROEM)
Co -0.21134 0.36319 -1.31124
C 1.32263 -3.38183 -0.92252
C 0.63156 -2.17504 -1.46341
N 1.23008 -1.02732 -1.56693
O 2.53128 -1.00705 -1.06214
C -0.75396 -2.22530 -1.87564
C -1.49760 -3.50555 -2.10059
N -1.34321 -1.05110 -2.02213
O -2.52958 -0.91917 -2.41874
H 2.10775 -3.07131 -0.23755
H 1.78797 -3.95436 -1.72704
H 0.61210 -4.02328 -0.40668
H 2.88006 -0.16545 -1.36587
H -0.87492 -4.24392 -2.60634
H -2.36943 -3.28478 -2.71273
H -1.85174 -3.93057 -1.15758
Cl -0.06815 5.00329 4.22442
C -0.09602 3.66482 3.11962
C -0.08986 2.35322 3.63525
C -0.12332 1.27985 2.79410
C -0.18117 1.43909 1.37954
O -0.26069 0.39585 0.64172
C -0.14959 2.78556 0.87467
C -0.11524 3.06644 -0.51122
O -0.09612 2.24749 -1.45625
C -0.11799 3.87727 1.77694
H -0.05824 2.20748 4.70686
H -0.12249 0.26710 3.17384
H -0.08679 4.12660 -0.79144
H -0.10600 4.88878 1.38909

---

[2]
Formula: C68H161N11O13
Source: the Open Molecules 2025 dataset
Level of theory: ωB97M-V with the def2-TZVPD basis set

Results
Energy relative to the best compared isomer or geometry (same formula, charge and spin) (kJ/mol): 300.7
Structure (SMILES): CC1(C)CCCC(C)(C)N1O.CC1(C)CCCC(C)(C)N1O.CC1(C)CCCC(C)(C)N1O.CC1(C)CCCC(C)(C)N1O.COC[C@H](C)N.COC[C@H](C)N.COC[C@H](C)N.COC[C@H](C)N.COC[C@H](C)N.COCCNCCOC.COCCNCCOC
Charge: 0
HOMO level (eV): -7.9
E (eV): -116121.0034

CARTESIAN COORDINATES (ANGSTROEM)
C 23.82434 21.41618 14.21628
C 22.70948 21.28262 13.18788
C 22.71580 19.82682 12.62398
C 21.40012 21.45652 14.03986
C 20.21656 21.84404 13.15978
C 20.53924 22.99174 12.11342
C 21.78862 22.68272 11.21010
C 21.46426 21.53522 10.20158
C 22.18636 23.94804 10.48347
N 22.90462 22.27400 12.06362
O 24.17302 22.30790 11.51788
H 23.73082 22.23022 14.93508
H 23.86974 20.47714 14.76786
H 24.79198 21.62592 13.76044
H 21.87464 19.65549 11.95226
H 23.52726 19.60471 11.93096
H 22.80778 19.03592 13.36838
H 21.17928 20.48206 14.47546
H 21.61694 22.18006 14.82574
H 19.89758 20.95444 12.61668
H 19.38759 22.19096 13.77666
H 20.72200 23.93724 12.62402
H 19.71558 23.10778 11.40898
H 22.30138 20.90248 9.90659
H 21.03834 21.83172 9.24304
H 20.73372 20.80380 10.54718
H 22.95950 23.79510 9.73048
H 22.52162 24.74340 11.14912
H 21.35464 24.40014 9.94314
H 24.59262 23.09298 11.87728
C 15.05664 17.81928 10.73326
C 15.83780 16.77864 11.55294
C 14.83914 16.15708 12.57760
C 16.35268 15.52926 10.68884
C 17.74148 15.64052 10.01395
C 18.80526 16.14102 11.03398
C 18.36860 17.46914 11.76884
C 19.46064 17.49138 12.86468
C 18.57604 18.60296 10.76760
N 16.97749 17.34916 12.36412
O 16.57028 18.38144 13.11114
H 15.76994 18.43176 10.18172
H 14.39084 17.24626 10.08792
H 14.45634 18.50936 11.32614
H 15.31436 15.58492 13.37440
H 14.20578 16.84616 13.13628
H 14.07568 15.53566 12.10954
H 16.44295 14.60412 11.25812
H 15.66238 15.50620 9.84560
H 18.02960 14.72668 9.49436
H 17.57720 16.37623 9.22665
H 19.76840 16.20910 10.52816
H 19.05108 15.35338 11.74624
H 19.33622 18.40256 13.44980
H 20.51692 17.36868 12.62530
H 19.25646 16.75161 13.63870
H 19.62377 18.70165 10.48370
H 18.27606 19.57632 11.15578
H 18.01000 18.38042 9.86305
H 16.70404 18.08267 14.01362
C 18.93054 13.75952 21.04806
C 18.71379 13.45090 19.54497
C 17.35476 13.99782 19.05642
C 19.84550 14.28498 18.79300
C 20.06246 13.88042 17.31762
C 20.38780 12.39026 17.18683
C 19.35774 11.41038 17.91550
C 18.06486 11.19636 17.10690
C 20.12804 10.05592 17.92968
N 19.03489 11.95710 19.25562
O 18.16786 11.10958 19.94506
H 19.81579 13.27054 21.45466
H 19.06328 14.82606 21.22974
H 17.97378 13.47062 21.48306
H 17.25990 14.27572 18.00672
H 16.57934 13.23846 19.15742
H 16.93780 14.85132 19.59104
H 19.54884 15.33186 18.72874
H 20.86198 14.20294 19.17792
H 19.24870 14.13602 16.63897
H 20.86947 14.41470 16.81624
H 21.43028 12.23190 17.46300
H 20.42895 12.20096 16.11418
H 17.38746 12.03570 17.26418
H 17.52664 10.35384 17.54114
H 18.11100 11.00074 16.03558
H 19.43776 9.25982 18.20866
H 20.93957 10.07710 18.65708
H 20.51510 9.91276 16.92082
H 18.76420 10.70416 20.57880
C 14.95184 25.53422 19.76059
C 14.92864 24.05696 19.44598
C 13.72552 23.79488 18.48514
C 16.28206 23.75192 18.70508
C 16.61896 22.29816 18.59936
C 16.56162 21.72696 20.00984
C 15.19112 21.84376 20.73682
C 14.06244 20.91225 20.14838
C 15.43440 21.46808 22.19968
N 14.86918 23.25254 20.69870
O 13.75798 23.58628 21.54080
H 15.53394 25.69186 20.66856
H 15.31138 26.13166 18.92280
H 13.98276 25.92354 20.07276
H 12.80064 23.79140 19.06192
H 13.61424 24.56908 17.72597
H 13.90092 22.86370 17.94644
H 16.36680 24.11608 17.68120
H 17.15654 24.23488 19.14112
H 15.91236 21.86200 17.89324
H 17.63622 22.14394 18.23954
H 17.38065 22.17230 20.57462
H 16.68486 20.65730 19.84034
H 13.06594 21.00292 20.58062
H 14.48316 19.90704 20.17372
H 13.85122 21.10354 19.09629
H 16.07677 22.22118 22.65606
H 15.87254 20.48504 22.37222
H 14.51618 21.53946 22.78266
H 14.09530 24.33270 22.04146
C 18.75029 18.58554 20.98050
O 19.80310 18.68622 21.90714
C 19.48338 18.08032 23.20076
C 20.52874 18.65810 24.17376
C 20.52852 18.13164 25.54402
N 20.19547 20.10440 24.26154
H 17.82146 18.90696 21.45176
H 18.51726 17.54078 20.77488
H 18.82598 19.16988 20.06348
H 18.44450 18.26780 23.47218
H 19.61253 17.01442 23.01294
H 21.52642 18.51735 23.75792
H 20.81626 17.08335 25.62392
H 19.52538 18.29290 25.93870
H 21.25296 18.61574 26.19896
H 20.14044 20.32886 23.27834
H 21.06270 20.55400 24.51818
C 10.17052 16.41640 19.66490
O 11.59304 16.44896 20.00790
C 12.48994 16.96158 19.06843
C 13.92420 17.06246 19.63638
C 15.05246 17.56358 18.58148
N 14.39498 15.74968 20.03746
H 9.71260 15.97408 20.54965
H 10.03780 15.86310 18.73520
H 9.72529 17.40678 19.56980
H 12.43472 16.31315 18.19400
H 12.10898 17.90544 18.67847
H 13.96730 17.74096 20.48837
H 14.87308 18.57778 18.22464
H 15.08296 17.06800 17.61113
H 16.06966 17.50029 18.96799
H 14.23088 15.69574 21.03258
H 13.78540 15.09794 19.56442
C 23.14762 25.00380 15.93720
O 22.28424 24.51936 16.95840
C 20.90688 24.74100 16.72026
C 20.00584 23.78538 17.53612
C 20.16952 24.00930 19.06688
N 20.45718 22.43182 17.27360
H 24.19238 24.92174 16.23692
H 23.02150 26.08140 15.83234
H 23.05666 24.41656 15.02342
H 20.65178 25.74286 17.06566
H 20.70740 24.63296 15.65412
H 19.02278 23.82610 17.06706
H 19.83180 25.02288 19.28296
H 21.21330 23.80170 19.30248
H 19.48928 23.39576 19.65760
H 21.34958 22.54472 16.81430
H 20.68342 21.86638 18.07932
C 21.92120 17.12956 16.13858
O 21.70484 18.27632 16.90782
C 22.87822 19.01384 17.35463
C 22.66518 19.16626 18.88234
C 22.28958 17.92758 19.61288
N 21.64044 20.11841 19.27220
H 22.75364 17.23044 15.44218
H 21.09176 16.70991 15.56938
H 22.19124 16.31454 16.81008
H 23.77864 18.45410 17.10158
H 22.93592 19.97206 16.83832
H 23.63678 19.58006 19.15229
H 23.09188 17.22294 19.39402
H 21.37666 17.45838 19.24608
H 22.32316 17.96156 20.70184
H 21.40328 19.84420 20.21488
H 20.88513 19.78598 18.68988
C 16.94127 16.10183 15.51988
O 17.12596 17.50104 15.70188
C 18.24060 17.87952 16.56126
C 18.19936 19.39019 16.86279
C 17.92524 20.26576 15.61318
N 19.47184 19.77505 17.43774
H 15.90318 15.77626 15.58698
H 17.52320 15.55220 16.25970
H 17.29474 15.84442 14.52142
H 18.28702 17.29124 17.47770
H 19.14084 17.63408 15.99782
H 17.48647 19.63492 17.65022
H 17.84030 21.32674 15.84816
H 16.91624 20.13236 15.22300
H 18.57865 20.17466 14.74552
H 19.59632 20.75853 17.24444
H 20.18598 19.24460 16.95948
C 18.13324 12.57400 13.27618
O 17.21890 12.71782 14.35404
C 15.85904 12.59930 14.08508
C 15.01982 12.76068 15.29412
N 13.60210 12.53918 15.15398
C 12.67552 13.01616 16.27108
C 11.23036 12.58130 15.98630
O 10.31406 13.27880 16.87504
C 8.96864 13.04064 16.49800
H 19.18204 12.67538 13.55514
H 18.01748 13.18296 12.37958
H 17.99808 11.53728 12.96790
H 15.71048 11.63260 13.60392
H 15.48848 13.34128 13.37780
H 15.19684 13.72368 15.77306
H 15.34286 11.94200 15.93718
H 13.45764 11.64582 14.70552
H 12.59762 14.09924 16.17632
H 12.89360 12.79300 17.31548
H 11.11806 11.50328 16.10176
H 11.03384 12.89734 14.96180
H 8.26400 13.70168 17.00256
H 8.67226 12.00356 16.65528
H 8.98031 13.25324 15.42900
C 14.19656 21.81612 9.44240
O 15.14506 22.32538 10.39536
C 15.73086 21.36232 11.30050
C 16.70192 22.13566 12.26938
N 16.02032 23.25424 12.91218
C 16.90345 23.99592 13.80038
C 16.07802 25.06036 14.56078
O 17.08200 25.71578 15.25016
C 16.62898 26.80266 16.10782
H 13.69454 22.69638 9.04088
H 13.42724 21.21674 9.92926
H 14.75792 21.20810 8.73298
H 16.23430 20.59708 10.70970
H 14.98448 20.88266 11.93370
H 17.50680 22.60796 11.70618
H 17.19288 21.44884 12.95882
H 15.67172 23.96456 12.28446
H 17.68540 24.45822 13.19792
H 17.50356 23.31204 14.40060
H 15.29116 24.65704 15.19818
H 15.54962 25.68064 13.83680
H 15.65280 26.60034 16.54858
H 16.55364 27.77948 15.63006
H 17.24752 26.81416 17.00525

---

[3]
Formula: CH2N2O2S
Source: the Open Molecules 2025 dataset
Level of theory: ωB97M-V with the def2-TZVPD basis set

Results
Energy relative to the best compared isomer or geometry (same formula, charge and spin) (kJ/mol): 311.6
Charge: 0
HOMO level (alpha / beta) (eV): -6.3 / -10.4
Multiplicity: 3
E (eV): -18972.7821

CARTESIAN COORDINATES (ANGSTROEM)
C -0.80224 0.13540 0.30412
N 0.08146 0.83447 0.86517
N 0.43957 -0.94068 -0.86291
O 1.58590 -0.69509 -0.53093
O -0.05511 -1.47377 -1.77698
S -2.27863 -0.03299 -0.04651
H 1.08585 0.47287 0.54331
H -0.05681 1.69980 1.50473

---

| no. | M (g mol⁻¹) |
| --- | --- |
| 1 | 329.60 |
| 2 | 1341.10 |
| 3 | 106.11 |